Below is a molecular structure, C24H27N5O5S, with properties calculated with wB97M-V/def2-TZVPD.

```
62
Properties=species:S:1:pos:R:3:forces:R:3
C -1.90131 2.86381 -0.09933 0.2295 -0.2159 -0.1634
C -1.12481 2.19098 -1.22491 -0.3717 0.3534 -0.0502
H -0.57678 2.92295 -1.83141 -0.0345 -0.1251 0.0036
H -1.80563 1.64594 -1.88324 0.1032 0.1101 0.0217
O -0.24754 1.18506 -0.74607 0.3255 -0.0618 0.3619
C 0.82761 1.53567 0.00460 0.0567 -0.1825 0.1643
C 1.38217 2.80833 0.07775 -0.2241 0.0233 -0.2055
C 2.50014 3.04436 0.85859 0.0242 -0.0515 0.0427
C 3.08829 2.02218 1.57883 0.0823 -0.0235 0.0782
C 2.55410 0.74706 1.50854 -0.1189 0.2089 -0.1588
C 1.43663 0.49557 0.72679 0.0579 0.4092 -0.1828
N 0.88139 -0.80752 0.68204 0.1172 -0.0768 0.1563
C 0.70594 -1.47395 -0.49037 0.2978 -0.1614 0.1415
O -0.00991 -2.46513 -0.57917 -0.0806 -0.1205 -0.1628
C 1.40889 -0.94258 -1.66017 0.0676 0.1199 -0.8950
C 2.69726 -0.48199 -1.89144 -0.5561 -0.4349 -0.0348
N 3.77293 -0.52801 -1.07152 0.4029 0.0351 0.1857
H 3.63191 -0.56709 -0.07707 0.0039 0.0253 -0.1138
H 4.57834 -0.02147 -1.42309 -0.0498 -0.0259 0.1620
C 2.80082 -0.05349 -3.25357 -0.7449 -0.2240 0.2860
N 1.70896 -0.19037 -3.98025 0.3170 0.1894 -0.3115
S 0.50126 -0.84120 -3.12996 0.4875 -0.0712 0.5096
C 4.01826 0.55631 -3.82280 0.1607 0.2002 -0.4921
O 5.02317 0.77024 -3.16064 0.1016 -0.0385 0.1547
N 3.91283 0.86902 -5.12801 0.0242 0.0529 -0.2259
H 3.05506 0.66853 -5.61286 0.0113 0.0193 -0.0289
H 4.69013 1.29142 -5.60598 -0.0280 -0.0315 0.0899
C 0.07291 -1.24772 1.83399 -0.1475 -0.2068 0.2538
C 0.66268 -0.85107 3.13873 -0.5241 0.7733 0.0616
C 0.63988 0.31724 3.84348 -0.1422 -0.5950 -0.2669
C 1.37656 0.07501 5.02780 0.2423 -0.4215 0.0354
C 1.79450 -1.21652 4.95320 0.1131 0.5722 0.4561
O 1.36969 -1.78760 3.81428 0.0779 -0.4200 -0.2725
H 2.37351 -1.82540 5.61898 0.0548 -0.1657 0.0238
H 1.56496 0.76916 5.82057 0.0777 0.0894 0.2147
H 0.14383 1.21956 3.55573 -0.1246 0.1466 -0.1367
H 0.03814 -2.34202 1.78200 -0.0379 0.2284 0.0269
C -1.35229 -0.66862 1.64348 0.2862 -0.4572 0.1090
O -1.70930 0.38650 2.12744 -0.0316 0.3899 0.1481
N -2.12078 -1.45951 0.88528 -0.2561 -0.3682 -0.2096
H -1.67348 -2.21983 0.38147 0.1452 0.1562 0.2146
C -3.45486 -1.10062 0.45321 -0.1003 0.2324 0.2843
H -3.77103 -0.27287 1.09237 0.0318 -0.1221 -0.1054
C -3.46963 -0.72471 -1.04595 -0.0871 0.0836 -0.0561
C -4.31761 -1.79138 -1.74974 0.0452 -0.0626 -0.0725
H -3.92725 -2.03847 -2.73539 -0.0671 0.0218 -0.0873
H -5.34344 -1.43819 -1.86681 -0.0444 -0.0181 -0.0461
C -4.29310 -2.98293 -0.79613 -0.2126 0.0786 0.0062
H -5.10777 -3.68210 -0.97766 0.0484 -0.1092 -0.0224
H -3.34801 -3.51892 -0.89227 0.0723 -0.1063 -0.0219
C -4.38372 -2.31656 0.57321 0.0515 -0.0369 -0.0381
H -5.40506 -1.98101 0.75621 -0.0715 -0.0006 0.0019
H -4.08191 -2.96997 1.39000 -0.0537 0.0422 0.0948
H -3.87388 0.27447 -1.19956 0.0520 0.0900 -0.0332
H -2.44682 -0.73871 -1.42418 0.0429 0.0799 -0.0010
H 3.00067 -0.06145 2.06897 0.0164 -0.1221 0.0560
H 3.95549 2.21100 2.19134 0.0884 0.0199 0.0617
H 2.91053 4.04169 0.90166 0.0352 0.0946 -0.0036
H 0.94505 3.62616 -0.47219 -0.0795 0.0547 -0.0680
H -2.74043 3.41774 -0.51043 -0.0840 0.1122 -0.0578
H -2.26884 2.10609 0.58921 -0.0757 -0.0377 0.0436
H -1.26929 3.54691 0.46242 -0.0033 0.0819 0.0737
```
Positions in Å, forces in eV/Å.

total energy: -1978.9828 Eh
gap between HOMO and LUMO: 8.3 eV
energy relative to the best compared isomer or geometry (same formula, charge and spin): 30.8 kJ/mol
E_HOMO: -8.214 eV

***

Below is C2H4FPS in the gas phase, with properties calculated with wB97M-V/def2-TZVPD.

```
9
Properties=species:S:1:pos:R:3:forces:R:3
C -2.35787 -0.57152 -0.00044 0.1223 -0.2218 -0.2175
C 1.95513 0.39106 0.05266 -1.3965 -1.5870 2.7452
F -2.83580 0.65340 0.26595 0.6445 0.1087 0.1533
P 0.19328 0.92754 0.13681 -0.2051 0.5611 -0.4917
S -0.68790 -0.92832 -0.16849 -0.5603 0.7947 0.0582
H 1.96889 -0.17726 1.06020 1.0396 1.2242 -1.2277
H 2.65657 1.18118 -0.08787 0.3406 0.6449 0.4269
H 2.15651 -0.37149 -0.63676 0.1687 -0.9579 -1.3858
H -3.04882 -1.10458 -0.62205 -0.1538 -0.5669 -0.0609
```
Positions in Å, forces in eV/Å.

total energy: -917.9112 Eh
gap between HOMO and LUMO (spin up / spin down): 7.8 / 7.2 eV
energy relative to the best compared isomer or geometry (same formula, charge and spin): 127.8 kJ/mol
E_HOMO (spin up / spin down): -7.586 / -7.786 eV

***

Max |F| list, top to bottom, in eV Å⁻¹: 0.94 3.46